C3H2N2O2 | ωB97M-V/def2-TZVPD

Geometry as ORCA input:
```
! RIJCOSX wB97M-V def2-TZVPD def2/J DEFGRID3
* xyz 0 1
C -1.89 -1.44 -0.03
C -1.23 -0.34 -0.29
C -3.22 0.92 -0.01
N -2.05 0.77 -0.17
N 0.20 -0.18 -0.24
O -2.65 -2.34 0.09
O -4.36 1.14 0.05
H 0.34 0.51 0.49
H 0.41 0.47 -0.99
*
```

* LUMO: 0.00802 Ha
* frontier orbital gap: 9.02 eV
* relative energy (zero: lowest compared OMol25 entry of this formula, charge and spin): 37.2 kcal per mole
* E_HOMO: -8.8 eV

C6H8N6O | ωB97M-V/def2-TZVPD

Geometry as ORCA input:
```
! RIJCOSX wB97M-V def2-TZVPD def2/J DEFGRID3
* xyz 0 3
C 3.23 0.41 0.24
C -2.61 2.22 0.62
C 1.68 0.26 -1.10
C -1.46 1.34 -0.89
C -0.40 -2.60 0.09
C -0.18 -0.31 0.46
N 2.93 0.52 -1.10
N -2.39 2.23 -0.73
N 2.24 0.12 1.05
N -1.89 1.34 1.24
N 1.19 0.07 0.12
N -1.07 0.79 0.27
O -0.76 -1.30 -0.44
H 4.16 0.46 0.67
H -3.40 2.65 1.16
H 1.03 0.20 -1.98
H -1.07 1.19 -1.93
H -0.83 -3.39 -0.63
H -0.90 -2.71 1.10
H 0.68 -2.73 0.25
H -0.15 -0.75 1.55
*
```

* LUMO (spin up / spin down): 0.02785 / -0.12213 Ha
* frontier orbital gap (spin up / spin down): 6.42 / 7.10 eV
* E_HOMO (spin up / spin down): -5.7 / -10.4 eV

C12H33NO5 | ωB97M-V/def2-TZVPD

Geometry as ORCA input:
```
! RIJCOSX wB97M-V def2-TZVPD def2/J DEFGRID3
* xyz 0 1
C 4.33 -6.43 -10.12
O 4.72 -5.98 -8.81
H 4.19 -5.60 -10.81
H 5.07 -7.18 -10.36
H 3.34 -6.89 -10.02
H 3.98 -5.50 -8.40
C 6.60 -4.99 -6.02
O 6.95 -5.93 -7.04
H 7.11 -4.04 -6.22
H 5.52 -4.83 -5.99
H 6.96 -5.37 -5.07
H 6.21 -5.92 -7.67
C 2.19 -3.35 -8.99
O 2.77 -4.06 -7.91
H 1.91 -4.07 -9.77
H 1.25 -2.86 -8.71
H 2.84 -2.61 -9.46
H 2.82 -3.47 -7.16
O 0.49 -7.70 -10.68
H 0.42 -7.63 -9.72
H 1.24 -8.28 -10.83
C 2.54 -3.80 -14.41
C 2.09 -5.19 -14.96
C 2.39 -5.29 -16.44
C 3.89 -5.32 -16.76
C 4.48 -6.57 -16.10
C 4.21 -6.64 -14.59
N 2.80 -6.32 -14.36
O 2.50 -6.39 -12.99
C 4.43 -8.07 -14.11
C 5.19 -5.72 -13.83
C 0.60 -5.34 -14.71
H 3.49 -3.51 -14.84
H 2.68 -3.87 -13.33
H 1.78 -3.05 -14.62
H 2.01 -6.24 -16.84
H 1.90 -4.53 -17.05
H 4.38 -4.42 -16.38
H 4.07 -5.30 -17.83
H 5.55 -6.58 -16.30
H 4.09 -7.48 -16.56
H 4.25 -8.21 -13.05
H 3.77 -8.75 -14.66
H 5.45 -8.41 -14.30
H 6.22 -5.90 -14.12
H 4.98 -4.67 -14.02
H 5.05 -5.89 -12.76
H 0.25 -6.33 -15.00
H 0.09 -4.62 -15.36
H 0.32 -5.18 -13.67
H 1.94 -7.17 -12.88
*
```

* LUMO: 0.01298 Ha
* SMILES: CC1(C)CCCC(C)(C)N1O.CO.CO.CO.O
* frontier orbital gap: 8.74 eV
* relative energy (zero: lowest compared OMol25 entry of this formula, charge and spin): 24.9 kcal per mole
* E_HOMO: -8.4 eV

C15H27CuNO4Si2Te | ωB97M-V/def2-TZVPD

Geometry as ORCA input:
```
! RIJCOSX wB97M-V def2-TZVPD def2/J DEFGRID3
* xyz 1 1
Cu -0.77 0.85 -0.09
O -3.39 4.22 -1.19
C -2.58 3.27 -0.74
O -2.88 2.11 -0.63
C -1.23 3.80 -0.35
C -0.94 5.16 -0.35
C 0.32 5.56 0.06
C 1.24 4.60 0.44
C 0.87 3.26 0.40
N -0.34 2.88 0.01
C 1.77 2.12 0.81
O 3.06 2.35 0.98
O 1.31 1.02 0.99
H -4.25 3.82 -1.40
H -1.69 5.87 -0.66
H 0.58 6.61 0.08
H 2.21 4.91 0.80
H 3.32 3.24 0.73
C -2.51 0.04 2.15
Si -2.00 -1.76 2.02
C -0.27 -1.94 2.70
C -3.21 -2.80 2.99
C -2.11 -2.34 0.23
Te -0.88 -1.36 -1.22
C 1.01 -2.17 -0.61
Si 2.22 -2.25 -2.06
C 3.86 -2.86 -1.41
C 2.39 -0.50 -2.73
C 1.55 -3.40 -3.37
H -2.67 0.27 3.21
H -3.43 0.26 1.62
H -1.75 0.77 1.82
H -0.27 -1.69 3.77
H 0.44 -1.27 2.21
H 0.10 -2.96 2.61
H -3.22 -2.51 4.04
H -2.95 -3.86 2.94
H -4.22 -2.69 2.60
H -3.13 -2.19 -0.14
H -1.90 -3.40 0.13
H 0.79 -3.17 -0.22
H 1.40 -1.56 0.20
H 4.24 -2.20 -0.62
H 4.60 -2.89 -2.21
H 3.77 -3.86 -0.99
H 2.77 0.17 -1.95
H 1.43 -0.10 -3.08
H 3.08 -0.47 -3.57
H 1.42 -4.41 -2.97
H 2.24 -3.47 -4.21
H 0.59 -3.06 -3.76
*
```

* LUMO: -0.14153 Ha
* frontier orbital gap: 7.29 eV
* relative energy (zero: lowest compared OMol25 entry of this formula, charge and spin): 0.0 kcal per mole
* E_HOMO: -11.1 eV

C28H24B2N5O16 | ωB97M-V/def2-TZVPD

Geometry as ORCA input:
```
! RIJCOSX wB97M-V def2-TZVPD def2/J DEFGRID3
* xyz -2 2
N 1.07 0.02 0.03
H 1.43 -0.17 -0.90
H 0.22 0.54 -0.12
H 1.75 0.59 0.51
H 0.96 -0.83 0.56
O -2.64 -1.20 -3.74
C -3.23 -0.14 -3.50
O -4.42 0.28 -3.97
B -4.57 1.66 -3.53
O -3.39 1.95 -2.70
C -2.60 0.89 -2.51
O -1.62 0.78 -1.75
O -4.59 2.47 -4.77
C -5.86 2.82 -4.97
O -6.33 3.40 -5.97
C -6.66 2.50 -3.66
O -5.84 1.87 -2.84
O -7.82 2.77 -3.44
O -7.64 2.99 -0.54
C -6.60 2.98 0.19
O -5.68 2.00 0.31
B -4.59 2.40 1.29
O -5.08 3.76 1.56
C -6.19 4.17 0.97
O -6.78 5.22 0.97
O -3.19 2.47 0.81
C -2.45 1.73 1.50
O -1.28 1.42 1.26
C -3.42 1.04 2.59
O -4.60 1.53 2.45
O -2.99 0.33 3.51
N 1.71 -0.86 -2.41
C 0.63 -1.17 -3.20
C 0.68 -1.32 -4.59
C 1.95 -1.45 -5.10
C 3.07 -1.33 -4.34
C 2.95 -0.90 -3.01
H -0.31 -1.10 -2.67
H -0.16 -1.32 -5.26
H 2.12 -1.86 -6.09
H 4.02 -1.59 -4.78
H 3.83 -0.79 -2.38
N 2.94 1.30 1.58
C 4.30 1.34 1.54
C 5.22 2.21 2.26
C 4.64 3.14 3.14
C 3.25 3.12 3.26
C 2.46 2.20 2.52
H 4.75 0.54 0.98
H 6.28 2.00 2.27
H 5.28 3.84 3.65
H 2.76 3.80 3.94
H 1.40 2.42 2.48
N 0.49 -1.94 1.85
C -0.31 -1.50 2.91
C -0.84 -2.38 3.89
C -0.65 -3.79 3.68
C 0.20 -4.28 2.67
C 0.74 -3.33 1.76
H -0.56 -0.47 3.08
H -1.44 -1.95 4.67
H -1.25 -4.45 4.30
H 0.29 -5.35 2.55
H 1.34 -3.72 0.96
N 5.94 -3.95 1.09
C 5.90 -3.15 2.21
C 4.96 -2.14 2.35
C 3.93 -2.02 1.41
C 3.95 -2.84 0.31
C 5.04 -3.75 0.22
H 6.77 -3.30 2.82
H 4.96 -1.55 3.25
H 3.09 -1.38 1.63
H 3.21 -2.71 -0.46
H 5.09 -4.52 -0.53
*
```

* LUMO (spin up / spin down): 0.13104 / 0.13093 Ha
* frontier orbital gap (spin up / spin down): 3.04 / 7.21 eV
* E_HOMO (spin up / spin down): 0.5 / -3.6 eV

C9H18Cl3N2O3Pt | ωB97M-V/def2-TZVPD

Geometry as ORCA input:
```
! RIJCOSX wB97M-V def2-TZVPD def2/J DEFGRID3
* xyz 1 1
Pt 0.46 1.46 1.27
C 3.53 -2.03 1.26
N 2.12 -2.38 1.04
C 1.83 -3.81 1.00
C 1.19 -1.44 1.00
O 1.52 -0.24 1.07
C -0.27 -1.89 0.89
O -1.16 -0.81 0.97
C -1.95 -0.54 -0.15
C -1.38 0.60 -1.00
O -0.39 1.26 -0.63
N -1.97 0.88 -2.15
C -3.17 0.21 -2.64
C -1.53 2.02 -2.97
H 4.12 -2.36 0.40
H 3.88 -2.54 2.16
H 3.63 -0.96 1.38
H 2.65 -4.31 0.49
H 0.92 -4.02 0.45
H 1.75 -4.21 2.01
H -0.48 -2.58 1.71
H -0.38 -2.44 -0.04
H -2.95 -0.25 0.19
H -2.07 -1.43 -0.78
H -3.25 -0.81 -2.26
H -3.12 0.16 -3.73
H -4.07 0.76 -2.36
H -0.74 2.55 -2.45
H -2.37 2.68 -3.14
H -1.16 1.65 -3.93
Cl 1.64 4.86 0.18
C 0.73 4.70 1.65
Cl -0.60 3.49 1.48
H 0.22 5.63 1.89
H 1.35 4.33 2.46
Cl 1.47 1.76 3.26
*
```

* LUMO: -0.09957 Ha
* frontier orbital gap: 9.10 eV
* relative energy (zero: lowest compared OMol25 entry of this formula, charge and spin): 4.3 kcal per mole
* E_HOMO: -11.8 eV

C6H16O | ωB97M-V/def2-TZVPD

Geometry as ORCA input:
```
! RIJCOSX wB97M-V def2-TZVPD def2/J DEFGRID3
* xyz 0 1
C 1.32 -2.18 -1.10
C -0.12 1.49 -0.49
C -0.66 -0.13 -2.31
C -1.22 -0.66 0.09
C 1.20 -0.75 -0.59
C -0.16 -0.06 -0.86
H 1.43 -2.08 -2.20
H 0.40 -2.75 -0.90
H 2.18 -2.75 -0.72
H -1.14 1.91 -0.38
H 0.41 2.06 -1.27
H 0.41 1.62 0.47
H -1.73 0.05 -2.46
H -0.41 -1.13 -2.72
H -0.08 0.63 -2.87
H -0.75 -0.56 1.08
H -1.44 -1.72 -0.09
H -2.17 -0.09 0.09
H 1.45 -0.77 0.49
H 1.92 -0.07 -1.09
O -0.43 2.89 6.23
H -0.02 2.01 6.35
H -0.41 3.04 5.26
*
```

* LUMO: 0.02111 Ha
* SMILES: CCC(C)(C)C.O
* frontier orbital gap: 11.43 eV
* relative energy (zero: lowest compared OMol25 entry of this formula, charge and spin): 8.8 kcal per mole
* E_HOMO: -10.9 eV

C46H44N5O6P2SSe2TeZr | ωB97M-V/def2-TZVPD

Geometry as ORCA input:
```
! RIJCOSX wB97M-V def2-TZVPD def2/J DEFGRID3
* xyz -1 1
Zr -0.24 -1.89 -0.13
O 3.47 -5.93 0.60
C 2.19 -6.02 -0.02
C 1.03 -5.64 0.91
C 0.85 -6.75 1.96
O 2.00 -6.97 2.76
C -0.26 -5.59 0.09
Se -0.35 -4.26 -1.36
C 1.37 -4.32 1.63
Se -0.14 -3.17 2.15
H 3.75 -5.00 0.50
H 2.08 -7.06 -0.34
H 2.17 -5.38 -0.91
H 0.56 -7.68 1.45
H 0.03 -6.48 2.64
H 2.77 -6.76 2.22
H -1.10 -5.40 0.75
H -0.42 -6.56 -0.39
H 2.03 -3.72 1.02
H 1.89 -4.54 2.56
N -7.10 2.46 -2.29
C -6.17 1.52 -1.86
C -4.83 1.88 -1.70
C -3.90 0.94 -1.32
C -4.30 -0.37 -1.10
C -5.63 -0.74 -1.23
C -6.56 0.20 -1.62
S -3.12 -1.56 -0.57
O -2.01 -1.56 -1.57
O -3.80 -2.79 -0.36
N -2.27 -0.98 0.68
C -2.90 -0.99 1.91
N -2.11 -0.87 2.97
C -2.70 -0.87 4.16
C -4.07 -0.99 4.31
C -4.80 -1.06 3.14
N -4.24 -1.06 1.94
H -6.86 3.42 -2.12
H -8.06 2.26 -2.06
H -4.52 2.90 -1.88
H -2.88 1.24 -1.16
H -5.92 -1.76 -1.03
H -7.60 -0.08 -1.74
H -2.05 -0.78 5.02
H -4.54 -1.00 5.28
H -5.89 -1.13 3.16
Te -0.92 2.71 0.62
C -0.27 4.70 0.40
C -1.18 5.75 0.47
C -0.71 7.05 0.33
N 0.57 7.37 0.12
C 1.42 6.35 0.05
C 1.07 5.02 0.18
C 0.80 1.74 -0.10
P 0.27 0.74 -1.51
C 1.69 0.49 -2.65
C 1.74 -0.64 -3.45
C 2.76 -0.81 -4.38
C 3.75 0.15 -4.50
C 3.70 1.30 -3.72
C 2.67 1.47 -2.81
C -0.65 1.80 -2.69
C -1.54 1.21 -3.58
C -2.20 1.98 -4.53
C -1.96 3.34 -4.61
C -1.06 3.94 -3.73
C -0.40 3.17 -2.78
P 1.21 0.45 1.13
C 3.00 0.11 1.06
C 3.89 0.82 0.27
C 5.24 0.50 0.25
C 5.71 -0.53 1.05
C 4.83 -1.24 1.86
C 3.49 -0.92 1.86
C 1.23 1.32 2.74
C 2.03 2.46 2.87
C 2.05 3.18 4.05
C 1.28 2.75 5.13
C 0.52 1.60 5.02
C 0.49 0.89 3.83
H -2.23 5.58 0.63
H -1.41 7.88 0.39
H 2.46 6.62 -0.13
H 1.80 4.23 0.08
H 0.98 -1.42 -3.35
H 2.79 -1.71 -4.99
H 4.56 0.01 -5.21
H 4.47 2.06 -3.82
H 2.62 2.36 -2.20
H -1.74 0.15 -3.51
H -2.90 1.51 -5.21
H -2.47 3.94 -5.35
H -0.86 5.00 -3.79
H 0.30 3.64 -2.10
H 3.51 1.64 -0.33
H 5.92 1.05 -0.38
H 6.76 -0.79 1.03
H 5.19 -2.06 2.47
H 2.80 -1.50 2.47
H 2.63 2.79 2.03
H 2.65 4.07 4.13
H 1.29 3.31 6.06
H -0.07 1.26 5.86
H -0.11 0.00 3.72
O 3.57 -3.21 -0.49
C 2.96 -2.26 -0.93
O 1.73 -1.94 -0.65
H 3.42 -1.57 -1.66
*
```

* LUMO: 0.07017 Ha
* frontier orbital gap: 6.57 eV
* relative energy (zero: lowest compared OMol25 entry of this formula, charge and spin): 0.0 kcal per mole
* E_HOMO: -4.7 eV